This record from the OMol25 dataset describes C4H6BrN as an isolated structure at a distorted geometry. The level of theory is wB97M-V/def2-TZVPD.

Output
HOMO energy in eV: -8.99
Gap between HOMO and LUMO in eV: 9.9
LUMO level in eV: 0.9
Energy relative to the best compared isomer or geometry (same formula, charge and spin) in kJ/mol: 323.0
Charge: 0

Structure (XYZ):
```
12
Properties=species:S:1:pos:R:3:forces:R:3
C 0.589 1.815 -1.642 2.8 1.5 -2.9
C 0.183 1.419 -0.500 -0.2 -0.8 1.1
C -0.183 0.902 0.624 0.1 -4.4 -1.7
C -0.321 -0.994 1.034 2.0 0.0 1.0
N -0.122 -2.333 0.287 -0.6 3.6 1.7
Br -0.943 1.781 1.984 -0.7 1.1 1.8
H 1.653 2.095 -1.979 -1.2 -0.6 1.5
H 0.029 2.031 -2.537 -1.1 -0.3 0.2
H -1.373 -0.995 1.355 0.7 0.2 0.5
H 0.568 -0.982 1.872 -2.8 0.0 -1.8
H 0.780 -2.241 -0.118 0.7 -0.5 -0.9
H -0.859 -2.498 -0.380 0.2 0.1 -0.4
```
Forces are in eV/Å.

---

This record from the OMol25 dataset describes a single C4H6BrN molecule at a distorted geometry. The level of theory is wB97M-V/def2-TZVPD.

Output
HOMO energy in eV: -10.69
Gap between HOMO and LUMO in eV: 11.2
SMILES: CC(C)(Br)C#N
LUMO level in eV: 0.5
Energy relative to the best compared isomer or geometry (same formula, charge and spin) in kJ/mol: 123.6
Charge: 0

Structure (XYZ):
```
12
Properties=species:S:1:pos:R:3:forces:R:3
C -0.247 1.197 -0.073 -0.7 3.8 -0.7
C 0.859 0.207 -0.007 2.8 0.5 -2.3
C 0.322 -1.209 0.127 2.8 0.5 -2.4
Br 2.347 0.588 1.253 -0.8 -0.1 -0.3
C 1.745 0.461 -1.594 -1.2 -0.5 2.1
N 2.328 0.713 -2.569 -0.9 -0.4 1.3
H -0.036 2.324 0.227 0.3 -2.3 -1.1
H -1.075 1.051 0.576 -0.5 -1.1 1.0
H -0.739 1.170 -1.094 0.9 0.2 1.0
H -0.597 -1.067 -0.379 -1.0 -1.3 -0.9
H 0.176 -1.563 1.077 -0.6 0.0 2.8
H 1.097 -1.947 -0.224 -1.2 0.7 -0.5
```
Forces are in eV/Å.

---

This record from the OMol25 dataset describes a 2-piece molecular cluster, C4H6BrNO overall at a distorted geometry. The level of theory is wB97M-V/def2-TZVPD.

Output
HOMO energy in eV: -9.99
Gap between HOMO and LUMO in eV: 7.9
LUMO level in eV: -2.1
Energy relative to the best compared isomer or geometry (same formula, charge and spin) in kJ/mol: 414.3
Charge: 0

Structure (XYZ):
```
13
Properties=species:S:1:pos:R:3:forces:R:3
C 1.157 0.396 0.400 2.3 2.7 2.2
C 0.121 -1.441 -0.278 1.5 -0.4 -2.1
C 0.050 0.103 -0.449 -2.8 0.1 -1.6
C -1.330 0.755 0.043 3.0 0.4 0.3
N 1.758 -0.464 1.092 -0.7 1.4 -0.9
O 1.191 -1.667 0.703 -0.8 -1.1 1.6
Br 1.626 2.973 0.834 -0.5 -3.2 -0.5
H -0.880 -2.002 -0.177 1.9 0.8 0.4
H 0.763 -1.799 -1.135 -1.8 0.0 0.1
H 0.283 0.341 -1.528 -0.5 0.0 1.2
H -1.250 1.819 -0.171 -0.3 0.0 -0.1
H -1.347 0.669 1.138 -0.4 -0.3 -0.3
H -2.142 0.316 -0.473 -0.9 -0.5 -0.3
```
Forces are in eV/Å.

---

This record from the OMol25 dataset describes a single C4H6BrNO4 molecule at a distorted geometry. The level of theory is wB97M-V/def2-TZVPD.

Output
HOMO energy (alpha / beta) in eV: -10.63 / -8.70
Gap between HOMO and LUMO (alpha / beta) in eV: 9.4 / 7.9
LUMO level (alpha / beta) in eV: -1.3 / -0.8
Energy relative to the best compared isomer or geometry (same formula, charge and spin) in kJ/mol: 767.5
Charge: 0

Structure (XYZ):
```
16
Properties=species:S:1:pos:R:3:forces:R:3
C 1.056 0.883 -0.260 -1.9 0.1 -1.2
C 0.033 0.803 0.892 0.1 0.7 0.4
C 1.426 -0.462 -0.871 0.6 1.1 -1.8
C -1.359 0.369 0.586 1.8 -0.4 0.6
N -1.703 -1.079 0.758 -2.3 6.2 -1.7
O -0.877 -1.818 1.109 1.9 -3.0 1.4
O -2.862 -1.201 0.433 -1.0 -2.7 0.3
O 0.512 -0.739 -1.973 0.1 -0.5 0.3
O -0.646 -1.142 -1.511 0.3 0.2 -0.6
Br -2.609 1.510 -0.045 -0.3 0.4 -0.2
H 0.748 1.688 -0.979 0.4 -1.0 0.2
H 1.920 1.197 0.186 2.4 1.2 1.2
H 0.405 0.072 1.563 0.4 -1.0 0.7
H 0.129 1.727 1.526 -0.7 -0.5 -0.9
H 2.470 -0.619 -1.285 -1.2 0.9 0.1
H 1.357 -1.187 -0.129 -0.6 -1.6 1.2
```
Forces are in eV/Å.

---

This record from the OMol25 dataset describes a single C4H6BrNO4 molecule at a distorted geometry. The level of theory is wB97M-V/def2-TZVPD.

Output
HOMO energy in eV: -10.62
Gap between HOMO and LUMO in eV: 10.5
SMILES: O=[N+]([O-])[C@@]1(Br)CCCOO1
LUMO level in eV: -0.1
Energy relative to the best compared isomer or geometry (same formula, charge and spin) in kJ/mol: 554.7
Charge: 0

Structure (XYZ):
```
16
Properties=species:S:1:pos:R:3:forces:R:3
O -1.625 1.409 -3.106 -0.2 0.4 0.1
N -1.162 0.319 -3.309 0.8 -0.4 0.8
O -1.341 -0.383 -4.263 0.0 -0.2 0.0
C -0.175 -0.222 -2.161 -0.4 2.5 0.9
Br 1.593 -0.296 -3.002 0.0 0.1 0.1
C -0.191 0.790 -0.908 7.4 -3.1 -3.9
C 0.604 0.165 0.252 0.9 -0.1 0.3
C 0.079 -1.247 0.548 -1.0 1.4 -1.7
O -0.025 -2.033 -0.666 1.0 -0.6 -1.0
O -0.669 -1.421 -1.883 -0.4 -1.5 2.0
H -1.045 1.032 -0.557 -6.4 1.3 1.7
H 0.327 1.665 -1.270 0.0 0.4 0.1
H 1.757 0.083 0.127 -2.1 0.7 0.1
H 0.276 0.859 1.057 1.0 -0.7 0.1
H 0.697 -1.802 1.244 0.2 -0.4 -0.3
H -0.928 -1.214 0.898 -0.8 0.3 0.8
```
Forces are in eV/Å.

---

This record from the OMol25 dataset describes a single C4H6BrPS molecule at a distorted geometry. The level of theory is wB97M-V/def2-TZVPD.

Output
HOMO energy in eV: -8.58
Gap between HOMO and LUMO in eV: 8.9
SMILES: S=[P@]1(Br)C=CCC1
LUMO level in eV: 0.4
Energy relative to the best compared isomer or geometry (same formula, charge and spin) in kJ/mol: 0.0
Charge: 0

Structure (XYZ):
```
13
Properties=species:S:1:pos:R:3:forces:R:3
S -2.840 0.686 1.013 1.0 -0.9 -0.7
P -1.292 -0.384 0.368 -1.7 2.2 1.6
Br -1.740 -2.527 0.231 0.1 -0.3 -0.2
C 0.142 -0.262 1.438 0.2 -0.5 -0.4
C 1.133 0.293 0.751 -0.3 -0.2 -0.4
C 0.965 0.706 -0.686 -1.2 -3.9 0.5
C -0.414 0.105 -1.152 -0.1 2.0 -0.1
H 0.274 -0.671 2.447 -0.4 0.2 -0.5
H 2.108 0.241 1.133 1.3 0.6 0.7
H 1.127 1.684 -0.921 0.1 2.9 -0.2
H 1.707 0.152 -1.249 0.4 0.0 -0.2
H -0.974 0.841 -1.841 0.6 -1.7 1.1
H -0.197 -0.866 -1.532 0.0 -0.5 -1.2
```
Forces are in eV/Å.

---

This record from the OMol25 dataset describes a single C4H6Cl2F2 molecule. The level of theory is wB97M-V/def2-TZVPD.

Output
HOMO energy in eV: -11.11
Gap between HOMO and LUMO in eV: 11.8
SMILES: FC[C@H](Cl)[C@@H](Cl)CF
LUMO level in eV: 0.7
Energy relative to the best compared isomer or geometry (same formula, charge and spin) in kJ/mol: 0.0
Charge: 0

Structure (XYZ):
```
14
Properties=species:S:1:pos:R:3:forces:R:3
F 0.749 1.672 -2.337 0.1 0.2 -0.1
C 0.444 0.430 -1.839 -0.4 -0.2 0.4
C -0.083 0.568 -0.421 0.2 -0.5 0.0
Cl 1.194 1.181 0.658 0.1 -0.1 0.1
C -0.718 -0.723 0.097 0.2 0.3 0.4
Cl 0.432 -2.092 0.145 -0.1 0.1 0.0
C -1.337 -0.576 1.487 0.1 -0.8 -0.2
F -2.272 0.444 1.417 -0.1 -0.2 0.1
H -0.344 -0.003 -2.464 0.1 0.0 0.0
H 1.328 -0.204 -1.864 0.1 0.0 0.0
H -0.856 1.315 -0.388 -0.4 0.4 -0.1
H -1.509 -0.994 -0.589 -0.2 -0.1 -0.3
H -0.585 -0.325 2.229 0.1 0.2 0.0
H -1.813 -1.543 1.779 0.1 0.8 -0.2
```
Forces are in eV/Å.

---

This record from the OMol25 dataset describes a 2-piece molecular cluster, C4H6Cl2O2 overall at a distorted geometry. The level of theory is wB97M-V/def2-TZVPD.

Output
HOMO energy (alpha / beta) in eV: -8.22 / -8.89
Gap between HOMO and LUMO (alpha / beta) in eV: 7.5 / 8.6
LUMO level (alpha / beta) in eV: -0.7 / -0.3
Energy relative to the best compared isomer or geometry (same formula, charge and spin) in kJ/mol: 529.0
Charge: 0

Structure (XYZ):
```
14
Properties=species:S:1:pos:R:3:forces:R:3
C -0.972 0.137 0.092 0.0 -0.7 -2.8
C -0.654 0.368 1.304 0.1 0.8 1.1
C -2.290 -0.090 -0.656 -1.8 1.1 2.6
C 2.711 -0.248 0.281 0.7 0.4 -0.6
O -2.842 1.243 -0.977 0.9 -1.6 -0.5
O 3.312 -1.232 0.949 -2.2 2.5 2.1
Cl 1.814 -0.641 -1.149 0.8 -0.5 0.0
Cl 3.652 1.247 0.050 -0.4 -0.6 0.3
H -0.293 0.034 -0.820 0.1 0.8 1.9
H 0.019 0.802 2.039 -0.1 -0.5 -0.4
H -3.150 -0.517 -0.043 1.5 -0.4 -0.8
H -1.959 -0.692 -1.475 -0.9 -0.1 -1.0
H -3.174 1.431 -0.101 -0.3 0.8 0.1
H 3.828 -1.841 0.506 1.7 -2.0 -2.1
```
Forces are in eV/Å.